No. 1
Molecular formula: C14H13ClO3S
Method: DFT, ωB97M-V/def2-TZVPD

The geometry in XYZ format:
```
32
C14H13ClO3S | the OMol25 dataset | ωB97M-V/def2-TZVPD
C -1.812 1.880 -1.836
O -2.312 0.777 -2.562
C -2.162 -0.453 -1.879
C -0.971 -1.289 -2.380
C -0.198 -1.955 -1.209
C 0.670 -0.890 -0.559
C 1.740 -0.392 -1.264
C 2.564 0.563 -0.770
Cl 3.924 1.116 -1.695
C 2.307 1.087 0.471
C 1.263 0.608 1.185
C 0.426 -0.402 0.710
C -0.670 -0.869 1.627
O -1.745 -1.316 1.275
C -0.356 -0.799 3.093
C 0.443 0.158 3.535
S 0.905 0.324 5.228
C 0.995 1.171 2.554
O 1.170 2.335 2.852
H -2.047 1.844 -0.767
H -2.299 2.775 -2.234
H -0.737 2.008 -2.023
H -2.061 -0.268 -0.807
H -3.069 -1.051 -2.012
H -1.252 -2.018 -3.143
H -0.274 -0.603 -2.872
H -0.867 -2.412 -0.486
H 0.485 -2.720 -1.593
H 1.949 -0.801 -2.247
H 2.911 1.872 0.910
H -0.799 -1.531 3.759
H 1.881 1.250 5.138
```

Properties
Strongest force on any atom in eV/Å: 1.71
HOMO in eV: -9.36
Orbital gap in eV: 8.21
Structure (SMILES): COCCCc1cc(Cl)cc2c1C(=O)C=C(S)C2=O

=====

No. 2
Molecular formula: C14H13F2N3
Method: DFT, ωB97M-V/def2-TZVPD

The geometry in XYZ format:
```
32
C14H13F2N3 | the OMol25 dataset | ωB97M-V/def2-TZVPD
F -3.089 -1.716 2.135
F 1.589 -3.144 2.614
N -0.317 2.575 -1.474
N 1.258 0.951 -2.070
C -0.719 -0.275 0.857
C -0.196 -1.514 1.230
C 0.653 2.124 -2.242
C -0.752 1.780 -0.544
C 0.814 0.137 -1.138
C -1.466 -4.095 4.359
C -2.432 -3.307 3.729
C -0.147 -4.005 4.005
C -2.045 -2.386 2.709
C 0.261 -3.171 2.948
C -0.224 0.521 -0.294
C -0.694 -2.332 2.321
N 1.048 2.921 -3.316
C 2.206 2.500 -4.084
C 0.700 4.355 -3.388
H -1.577 0.102 1.393
H 0.672 -1.849 0.693
H -1.515 2.205 0.076
H 1.306 -0.813 -0.991
H -1.816 -4.789 5.117
H -3.498 -3.438 3.974
H 0.544 -4.642 4.529
H 2.252 2.980 -5.078
H 2.190 1.424 -4.276
H 3.133 2.722 -3.520
H 0.805 4.697 -4.426
H -0.347 4.571 -3.085
H 1.403 4.912 -2.764
```

Properties
Strongest force on any atom in eV/Å: 3.84
HOMO in eV: -7.72
Orbital gap in eV: 7.86
Structure (SMILES): CN(C)c1ncc(/C=C/c2c(F)cccc2F)cn1

=====

No. 3
Molecular formula: C14H13F3N6O5S
Method: DFT, ωB97M-V/def2-TZVPD

The geometry in XYZ format:
```
42
C14H13F3N6O5S | the OMol25 dataset | ωB97M-V/def2-TZVPD
O -0.367 -4.331 -0.018
O 1.317 -3.107 1.172
F -0.498 -1.831 4.902
F 0.029 -3.503 3.637
F 1.035 -1.499 3.400
N 1.103 1.960 -2.679
N 0.662 -0.323 -2.215
N 1.265 -0.333 0.019
N -3.370 -1.013 0.837
O 1.772 4.138 -3.008
O 2.438 2.225 1.316
O -2.321 -2.057 -0.933
C 1.537 3.069 -2.169
C 0.965 0.880 -1.841
C 0.842 -1.023 -1.027
C 1.943 3.168 -0.770
C 1.899 2.088 0.061
C -3.363 -0.708 2.127
C -2.310 -1.726 0.413
C -2.411 -1.025 3.042
C -1.266 -1.751 2.612
C -1.252 -2.094 1.215
N 1.354 0.897 -0.507
N 0.445 -2.312 -1.019
C 1.590 3.865 -4.419
C 2.558 1.113 2.209
C -3.173 -1.213 -1.795
C -0.136 -2.138 3.618
S 0.051 -3.025 0.415
H 2.319 4.117 -0.430
H -4.235 -0.181 2.516
H -2.585 -0.743 4.079
H -0.217 -2.587 -1.726
H 0.583 3.485 -4.664
H 2.355 3.152 -4.712
H 1.801 4.806 -4.988
H 1.558 0.782 2.592
H 3.130 1.478 3.097
H 3.119 0.265 1.756
H -2.788 -0.201 -1.842
H -4.213 -1.143 -1.483
H -3.163 -1.622 -2.791
```

Properties
Strongest force on any atom in eV/Å: 5.80
HOMO in eV: -9.11
Orbital gap in eV: 8.38
Structure (SMILES): COc1cc(OC)n2nc(NS(=O)(=O)c3c(C(F)(F)F)ccnc3OC)nc2n1

=====

No. 4
Molecular formula: C14H13F6MoN2O5SbSe2
Method: DFT, ωB97M-V/def2-TZVPD

The geometry in XYZ format:
```
44
C14H13F6MoN2O5SbSe2 | the OMol25 dataset | ωB97M-V/def2-TZVPD
Mo 0.279 0.602 -0.163
O -1.857 -2.279 1.600
C -0.974 -2.025 0.728
O -0.116 -1.109 0.883
C -0.985 -2.882 -0.509
O 0.065 -2.469 -1.350
C -0.225 -2.199 -2.694
C -0.002 -0.738 -3.058
O -0.119 -0.194 -4.076
O 0.350 0.080 -1.865
H -1.920 -1.570 2.297
H -1.975 -2.777 -0.967
H -0.872 -3.930 -0.213
H -1.258 -2.430 -2.971
H 0.431 -2.779 -3.347
Se 2.397 3.490 0.873
Se 3.271 2.592 -1.096
C 3.566 0.787 -0.491
C 4.874 0.360 -0.437
C 5.132 -0.979 -0.142
C 4.062 -1.814 0.100
C 2.774 -1.301 0.042
N 2.503 -0.022 -0.257
C 0.605 3.548 0.262
C -0.153 4.624 0.530
C -1.400 4.888 -0.264
C -1.553 3.937 -1.408
C -0.765 2.877 -1.583
N 0.185 2.499 -0.596
H 5.680 1.055 -0.627
H 6.150 -1.343 -0.101
H 4.205 -2.858 0.340
H 1.929 -1.941 0.234
H 0.158 5.364 1.262
H -1.296 5.905 -0.674
H -2.341 4.138 -2.124
H -0.877 2.191 -2.411
F 0.984 1.138 1.439
Sb -3.079 1.809 2.865
F -1.554 0.590 -0.235
F -2.508 4.883 0.547
F -2.253 0.077 2.857
F -3.826 1.543 1.179
F -1.480 2.515 2.079
```

Properties
Strongest force on any atom in eV/Å: 0.67
HOMO (alpha / beta) in eV: -18.88 / -18.79
<S²>: 0.767
Orbital gap (alpha / beta) in eV: 6.22 / 5.60
2S+1: 2
Charge: +3

=====

No. 5
Molecular formula: C14H13N2O5SSeSn
Method: DFT, ωB97M-V/def2-TZVPD

The geometry in XYZ format:
```
37
C14H13N2O5SSeSn | the OMol25 dataset | ωB97M-V/def2-TZVPD
Sn -0.350 -0.127 1.459
O 0.931 -0.854 -2.648
C 0.781 -0.480 -1.411
O -0.282 -0.524 -0.807
C 2.038 0.064 -0.778
O 1.684 0.357 0.552
C 2.523 1.206 1.351
C 1.771 1.560 2.640
O 2.240 2.385 3.367
O 0.654 0.890 2.871
H 0.113 -1.265 -2.987
H 2.351 0.961 -1.323
H 2.836 -0.679 -0.834
H 2.758 2.121 0.807
H 3.445 0.684 1.607
S -2.737 0.242 1.588
C -2.289 1.771 0.854
C -3.162 2.810 0.559
C -2.636 3.962 0.006
C -1.268 4.062 -0.239
C -0.467 2.991 0.079
N -0.973 1.869 0.605
H -4.217 2.713 0.770
H -3.290 4.791 -0.230
H -0.835 4.957 -0.660
H 0.604 3.016 -0.079
Se 0.236 -2.477 2.138
C -0.066 -3.241 0.396
C -1.338 -3.354 -0.141
C -1.455 -3.766 -1.462
N -0.415 -4.082 -2.232
C 0.793 -4.052 -1.673
C 1.023 -3.633 -0.369
H -2.219 -3.093 0.429
H -2.433 -3.830 -1.926
H 1.622 -4.354 -2.303
H 2.030 -3.603 0.027
```

Properties
Strongest force on any atom in eV/Å: 0.12
HOMO in eV: -12.45
Orbital gap in eV: 8.66
Charge: +1

=====

No. 6
Molecular formula: C14H13N3O2S
Method: DFT, ωB97M-V/def2-TZVPD

The geometry in XYZ format:
```
33
C14H13N3O2S | the OMol25 dataset | ωB97M-V/def2-TZVPD
C 3.398 0.962 -4.087
C 1.984 0.855 -3.539
H 1.340 0.321 -4.246
H 1.566 1.840 -3.323
O 1.966 0.163 -2.285
C 1.914 -1.162 -2.317
O 1.863 -1.832 -3.313
C 1.876 -1.734 -0.902
C 0.500 -2.249 -0.643
C -0.112 -3.332 -1.169
S -1.761 -3.528 -0.627
C -1.599 -2.108 0.321
N -2.318 -1.384 1.144
C -1.461 -0.390 1.503
N -0.259 -0.477 0.939
N -0.350 -1.569 0.187
C -1.834 0.666 2.422
C -3.103 0.669 2.997
C -3.459 1.674 3.876
C -2.556 2.679 4.187
C -1.293 2.678 3.616
C -0.929 1.677 2.737
H 0.050 1.661 2.283
H -0.591 3.463 3.860
H -2.837 3.463 4.875
H -4.443 1.676 4.321
H -3.790 -0.122 2.741
H 0.304 -4.033 -1.862
H 2.106 -0.948 -0.183
H 2.601 -2.546 -0.840
H 3.389 1.543 -5.005
H 3.791 -0.029 -4.302
H 4.046 1.451 -3.364
```

Properties
Strongest force on any atom in eV/Å: 1.47
HOMO in eV: -8.44
Orbital gap in eV: 9.06
Structure (SMILES): CCOC(=O)Cc1csc2nc(-c3ccccc3)nn12

=====

No. 7
Molecular formula: C14H13N3OS
Method: DFT, ωB97M-V/def2-TZVPD

The geometry in XYZ format:
```
32
C14H13N3OS | the OMol25 dataset | ωB97M-V/def2-TZVPD
N -2.129 -3.263 -0.933
N -1.089 -3.027 3.264
O 2.902 -2.407 3.016
C -1.699 -2.597 -0.092
C -1.088 -2.460 2.210
S -0.999 3.338 -3.771
C 2.172 -1.517 3.141
C -1.033 -1.859 0.928
C -0.378 -0.606 0.744
C 0.312 2.044 -1.753
C -1.725 1.052 -2.438
C 0.504 1.064 -0.810
C -1.628 0.170 -1.384
C -0.833 2.112 -2.531
C -0.502 0.167 -0.475
N 1.569 -1.053 2.016
C -0.540 2.337 -5.201
C 1.885 -0.888 4.493
C 0.455 -0.167 1.897
H 1.059 2.823 -1.854
H -2.701 0.957 -2.882
H 1.464 0.970 -0.302
H -2.579 -0.410 -1.300
H 1.718 -1.602 1.120
H -0.254 3.044 -5.902
H 0.213 1.584 -4.898
H -1.413 1.820 -5.487
H 0.850 -0.815 4.688
H 2.359 -1.478 5.285
H 2.331 0.158 4.540
H -0.057 -0.371 2.837
H 0.855 0.876 1.834
```

Properties
Strongest force on any atom in eV/Å: 5.71
HOMO in eV: -9.14
Orbital gap in eV: 7.35
Structure (SMILES): CSc1ccc(C(CNC(C)=O)=C(C#N)C#N)cc1

=====

No. 8
Molecular formula: C14H13N5O2S2
Method: DFT, ωB97M-V/def2-TZVPD

The geometry in XYZ format:
```
36
C14H13N5O2S2 | the OMol25 dataset | ωB97M-V/def2-TZVPD
C -3.120 -0.981 1.487
C -2.444 0.089 1.854
C -1.069 0.464 1.375
N -0.546 -0.431 0.384
C 0.373 -1.425 0.565
N 0.575 -2.081 -0.547
N -0.202 -1.538 -1.483
C -0.886 -0.555 -0.939
C -1.819 0.260 -1.655
C -2.212 0.167 -2.967
C -3.142 1.209 -3.170
C -3.248 1.858 -1.977
O -2.451 1.296 -1.053
H -3.832 2.701 -1.667
H -3.661 1.442 -4.076
H -1.868 -0.560 -3.671
S 1.169 -1.701 2.089
C 2.848 -2.135 1.493
C 3.803 -1.126 2.079
O 4.599 -1.382 2.946
N 3.667 0.175 1.639
C 2.963 0.651 0.566
N 2.709 0.011 -0.517
C 1.997 0.753 -1.397
C 1.686 2.006 -0.983
S 2.312 2.295 0.600
H 1.147 2.771 -1.501
H 1.728 0.311 -2.339
H 4.183 0.855 2.185
H 2.813 -2.115 0.406
H 3.094 -3.126 1.868
H -1.096 1.477 0.959
H -0.376 0.458 2.226
H -2.859 0.795 2.560
H -4.103 -1.185 1.875
H -2.732 -1.703 0.787
```

Properties
Strongest force on any atom in eV/Å: 1.41
HOMO in eV: -8.02
Orbital gap in eV: 8.39
Structure (SMILES): C=CCn1c(SCC(=O)Nc2nccs2)nnc1-c1ccco1

=====

Repeat the third record exactly.
Molecular formula: C14H13F3N6O5S
Method: DFT, ωB97M-V/def2-TZVPD

The geometry in XYZ format:
```
42
C14H13F3N6O5S | the OMol25 dataset | ωB97M-V/def2-TZVPD
O -0.367 -4.331 -0.018
O 1.317 -3.107 1.172
F -0.498 -1.831 4.902
F 0.029 -3.503 3.637
F 1.035 -1.499 3.400
N 1.103 1.960 -2.679
N 0.662 -0.323 -2.215
N 1.265 -0.333 0.019
N -3.370 -1.013 0.837
O 1.772 4.138 -3.008
O 2.438 2.225 1.316
O -2.321 -2.057 -0.933
C 1.537 3.069 -2.169
C 0.965 0.880 -1.841
C 0.842 -1.023 -1.027
C 1.943 3.168 -0.770
C 1.899 2.088 0.061
C -3.363 -0.708 2.127
C -2.310 -1.726 0.413
C -2.411 -1.025 3.042
C -1.266 -1.751 2.612
C -1.252 -2.094 1.215
N 1.354 0.897 -0.507
N 0.445 -2.312 -1.019
C 1.590 3.865 -4.419
C 2.558 1.113 2.209
C -3.173 -1.213 -1.795
C -0.136 -2.138 3.618
S 0.051 -3.025 0.415
H 2.319 4.117 -0.430
H -4.235 -0.181 2.516
H -2.585 -0.743 4.079
H -0.217 -2.587 -1.726
H 0.583 3.485 -4.664
H 2.355 3.152 -4.712
H 1.801 4.806 -4.988
H 1.558 0.782 2.592
H 3.130 1.478 3.097
H 3.119 0.265 1.756
H -2.788 -0.201 -1.842
H -4.213 -1.143 -1.483
H -3.163 -1.622 -2.791
```

Properties
Strongest force on any atom in eV/Å: 5.80
HOMO in eV: -9.11
Orbital gap in eV: 8.38
Structure (SMILES): COc1cc(OC)n2nc(NS(=O)(=O)c3c(C(F)(F)F)ccnc3OC)nc2n1

=====

Question: The lowest strongest force on any atom belongs to which entry?
Answer: C14H13N2O5SSeSn

=====

Copy entry 8 word for word.
Molecular formula: C14H13N5O2S2
Method: DFT, ωB97M-V/def2-TZVPD

The geometry in XYZ format:
```
36
C14H13N5O2S2 | the OMol25 dataset | ωB97M-V/def2-TZVPD
C -3.120 -0.981 1.487
C -2.444 0.089 1.854
C -1.069 0.464 1.375
N -0.546 -0.431 0.384
C 0.373 -1.425 0.565
N 0.575 -2.081 -0.547
N -0.202 -1.538 -1.483
C -0.886 -0.555 -0.939
C -1.819 0.260 -1.655
C -2.212 0.167 -2.967
C -3.142 1.209 -3.170
C -3.248 1.858 -1.977
O -2.451 1.296 -1.053
H -3.832 2.701 -1.667
H -3.661 1.442 -4.076
H -1.868 -0.560 -3.671
S 1.169 -1.701 2.089
C 2.848 -2.135 1.493
C 3.803 -1.126 2.079
O 4.599 -1.382 2.946
N 3.667 0.175 1.639
C 2.963 0.651 0.566
N 2.709 0.011 -0.517
C 1.997 0.753 -1.397
C 1.686 2.006 -0.983
S 2.312 2.295 0.600
H 1.147 2.771 -1.501
H 1.728 0.311 -2.339
H 4.183 0.855 2.185
H 2.813 -2.115 0.406
H 3.094 -3.126 1.868
H -1.096 1.477 0.959
H -0.376 0.458 2.226
H -2.859 0.795 2.560
H -4.103 -1.185 1.875
H -2.732 -1.703 0.787
```

Properties
Strongest force on any atom in eV/Å: 1.41
HOMO in eV: -8.02
Orbital gap in eV: 8.39
Structure (SMILES): C=CCn1c(SCC(=O)Nc2nccs2)nnc1-c1ccco1

=====

Question: Number 5 is which compound?
Answer: C14H13N2O5SSeSn